{"formula": "C46H76ClFN10O8", "method": "ωB97M-V/def2-TZVPD", "elements": ["C", "C", "C", "C", "C", "C", "C", "N", "N", "N", "C", "C", "C", "C", "C", "C", "C", "N", "C", "C", "C", "C", "C", "O", "C", "C", "Cl", "C", "C", "C", "C", "C", "C", "F", "C", "O", "H", "H", "H", "H", "H", "H", "H", "H", "H", "H", "H", "H", "H", "H", "H", "H", "H", "H", "H", "H", "H", "H", "H", "H", "H", "H", "H", "H", "H", "H", "H", "H", "H", "H", "C", "C", "O", "N", "C", "H", "H", "H", "H", "H", "H", "H", "C", "C", "O", "N", "C", "H", "H", "H", "H", "H", "H", "H", "C", "C", "O", "N", "C", "H", "H", "H", "H", "H", "H", "H", "C", "C", "O", "N", "C", "H", "H", "H", "H", "H", "H", "H", "C", "C", "O", "N", "C", "H", "H", "H", "H", "H", "H", "H", "C", "C", "O", "N", "C", "H", "H", "H", "H", "H", "H", "H"], "positions_angstrom": [[-4.04607, -1.77521, 3.98291], [-4.04701, -0.86898, 3.01203], [-3.53375, 0.40692, 2.13351], [-4.27417, 1.78876, 2.42361], [-3.85618, 3.12161, 1.68074], [-4.60746, 4.49673, 2.03855], [-6.17949, 4.35478, 1.63380], [-6.87983, 3.79988, 2.83335], [-6.21494, 3.44312, 0.43656], [-6.72880, 5.70182, 1.32591], [-2.68471, 2.97548, 0.66003], [-1.94634, 1.60417, 0.35637], [-2.35651, 0.26971, 1.09521], [-1.61683, -1.12118, 0.85337], [-2.58972, -2.36554, 0.54434], [-2.07319, -3.59787, 1.48898], [-3.07988, -4.85886, 1.48295], [-3.90541, -4.86220, 2.72640], [-3.42310, -5.19014, 4.05603], [-4.60385, -5.11799, 5.05662], [-5.87150, -4.66209, 4.23728], [-5.32080, -4.55032, 2.78219], [-0.73402, 1.66157, -0.71525], [-0.49327, 0.75979, -1.55823], [0.13937, 3.02752, -0.65253], [1.72198, 2.95062, -0.85984], [2.30583, 1.55096, 0.23575], [2.19893, 2.66796, -2.37335], [2.69099, 1.14671, -2.64695], [-0.52933, 4.27107, -0.37242], [0.20025, 5.68551, -0.23480], [0.25249, 6.11244, 1.33948], [1.78228, 6.34388, 1.85863], [-0.30238, 5.09704, 2.21669], [-2.13300, 4.27765, -0.12814], [-2.86674, 5.21021, -0.55247], [-4.19127, -2.45803, 4.89936], [-5.13439, 1.84511, 3.18503], [-4.52488, 4.61508, 3.18984], [-4.10105, 5.42731, 1.59844], [-7.02619, 2.78264, 2.77012], [-7.76262, 4.30828, 3.00153], [-6.40360, 2.47290, 0.72149], [-6.91864, 3.78831, -0.23197], [-6.39054, 6.40811, 1.99405], [-6.45057, 6.02423, 0.38553], [-1.06076, -1.37170, 1.84205], [-0.81211, -1.10427, 0.04203], [-3.70375, -2.16172, 0.69949], [-2.48272, -2.73567, -0.55076], [-2.02783, -3.16783, 2.56029], [-1.01878, -3.87983, 1.09988], [-3.74080, -4.73838, 0.54125], [-2.43427, -5.81471, 1.41131], [-2.37306, -5.46604, 4.40232], [-4.63171, -5.31343, 6.17822], [-6.93733, -4.48515, 4.59146], [-6.01357, -4.23175, 1.93574], [2.23173, 3.89407, -0.42469], [1.45127, 3.02952, -3.17595], [3.14619, 3.31971, -2.53753], [1.92179, 0.35559, -2.35057], [2.84647, 1.03218, -3.78979], [3.68334, 0.89620, -2.12627], [-0.45673, 6.44741, -0.80513], [1.24791, 5.73537, -0.68583], [-0.39748, 7.05684, 1.50961], [1.68218, 6.94984, 2.82859], [2.15844, 5.28852, 2.15382], [2.42294, 6.84334, 1.05719], [7.36116, 0.20259, -4.86635], [6.58641, 0.62583, -3.64683], [5.66559, 1.43370, -3.70655], [6.93359, 0.08386, -2.44692], [7.98081, -0.87511, -2.17196], [6.97072, 0.71903, -5.74463], [8.41439, 0.46793, -4.74738], [7.25556, -0.87417, -5.02136], [6.36955, 0.41530, -1.67683], [7.52495, -1.76166, -1.72655], [8.67491, -0.42753, -1.45663], [8.52151, -1.16036, -3.07025], [-10.55563, 0.83900, 5.40953], [-9.38531, 1.61647, 4.87173], [-8.75655, 1.25110, 3.88596], [-9.02979, 2.76078, 5.51691], [-9.64446, 3.34989, 6.68691], [-10.72060, -0.04639, 4.79502], [-10.34958, 0.51748, 6.43292], [-11.45694, 1.45524, 5.37922], [-8.23601, 3.22971, 5.10070], [-9.98798, 4.35271, 6.42489], [-8.88853, 3.42077, 7.47156], [-10.48592, 2.76264, 7.04819], [9.64539, -3.64903, -5.98874], [8.49444, -3.64803, -5.02107], [7.96348, -2.60920, -4.63764], [8.04214, -4.84735, -4.56823], [8.53392, -6.16670, -4.90201], [9.89629, -2.62411, -6.26190], [10.52097, -4.10820, -5.52435], [9.36803, -4.19079, -6.89526], [7.26855, -4.76978, -3.92262], [7.71329, -6.73653, -5.34238], [8.85827, -6.65420, -3.98047], [9.36505, -6.12968, -5.60288], [11.43532, -0.45888, -8.81010], [10.42694, -1.53732, -9.10012], [10.69319, -2.72774, -8.98554], [9.18428, -1.15533, -9.50130], [8.68533, 0.18959, -9.69273], [12.37780, -0.91212, -8.50167], [11.61387, 0.13475, -9.70945], [11.07522, 0.17873, -7.99952], [8.56090, -1.93072, -9.67774], [7.82776, 0.33374, -9.03251], [8.36262, 0.29034, -10.73095], [9.43983, 0.94225, -9.47446], [-2.38421, 0.81351, 8.87245], [-3.76881, 0.38165, 8.47117], [-4.50963, -0.22616, 9.23444], [-4.19104, 0.68691, 7.21456], [-3.46700, 1.39273, 6.17892], [-2.18640, 0.50190, 9.89844], [-1.64471, 0.34525, 8.21894], [-2.30371, 1.90147, 8.81861], [-5.12851, 0.36674, 7.01475], [-4.04759, 2.27917, 5.91400], [-3.39094, 0.74047, 5.30635], [-2.47312, 1.69258, 6.50460], [1.17546, -4.89754, -1.00366], [-0.20724, -5.33995, -1.39921], [-0.94249, -5.94905, -0.63102], [-0.63511, -5.04305, -2.65575], [0.08173, -4.33714, -3.69614], [1.37812, -5.20328, 0.02326], [1.91617, -5.36402, -1.65702], [1.24884, -3.80912, -1.06260], [-1.57106, -5.37000, -2.85132], [-0.49686, -3.45307, -3.97112], [0.16602, -4.99719, -4.56191], [1.07585, -4.03291, -3.37580]], "lowdin_charge": [0.084, -0.059, -0.090, 0.032, -0.087, -0.097, -0.602, 0.053, 0.074, 0.054, 0.021, 0.037, -0.049, -0.156, -0.192, -0.180, -0.149, -0.155, -0.091, -0.106, -0.088, -0.089, -0.240, 0.032, -0.093, -0.531, 0.573, -0.228, -0.183, -0.054, -0.085, -0.286, -0.057, -0.083, -0.223, 0.036, 0.058, 0.097, 0.117, 0.105, 0.042, 0.072, 0.076, 0.079, 0.079, 0.083, 0.125, 0.107, 0.101, 0.113, 0.094, 0.106, 0.135, 0.121, 0.111, 0.076, 0.077, 0.110, 0.097, 0.122, 0.114, 0.050, 0.083, 0.044, 0.127, 0.105, 0.147, 0.082, 0.095, 0.082, -0.013, -0.534, 0.005, 0.011, -0.086, 0.079, 0.088, 0.048, 0.135, 0.082, 0.080, 0.054, -0.011, -0.548, 0.017, 0.005, -0.077, 0.085, 0.087, 0.086, 0.116, 0.083, 0.085, 0.074, 0.001, -0.507, -0.013, 0.009, -0.075, 0.078, 0.093, 0.088, 0.143, 0.085, 0.084, 0.077, -0.011, -0.558, 0.013, 0.005, -0.075, 0.085, 0.086, 0.085, 0.141, 0.082, 0.084, 0.075, -0.016, -0.558, 0.017, 0.008, -0.074, 0.083, 0.085, 0.083, 0.140, 0.081, 0.055, 0.077, -0.012, -0.550, 0.013, 0.006, -0.075, 0.086, 0.085, 0.085, 0.142, 0.085, 0.083, 0.075], "homo_lumo_gap_ha": 0.246, "e_tot_ev": -95443.9594, "homo_ev": -7.52, "smiles": "C#Cc1cc(CC(N)(N)N)c2c(c1CCCCn1cccc1)C(=O)C([C@@H](Cl)CC)=C(C[C@H](C)F)C2=O.CNC(C)=O.CNC(C)=O.CNC(C)=O.CNC(C)=O.CNC(C)=O.CNC(C)=O"}